*i*
The molecule CHN3O. Source: the OMol25 dataset; level of theory: ωB97M-V/def2-TZVPD.

Last column: natural (NBO) charge in e.
Atoms and positions in Å:
1 C 0.400 -0.413 0.029  0.50
2 N 3.705 -0.022 0.025  0.04
3 N 2.576 0.166 -0.043  0.28
4 N 1.376 0.445 -0.003  -0.41
5 O 0.515 -1.609 0.007  -0.55
6 H -0.498 0.295 -0.180  0.13

Calculated values
E_HOMO = -10.815 eV
Kohn-Sham gap = 10.67 eV



*ii*
The molecule CHN3O. Source: the OMol25 dataset; level of theory: ωB97M-V/def2-TZVPD.

Last column: natural (NBO) charge in e.
Atoms and positions in Å:
1 C -0.667 0.796 0.119  0.08
2 H -1.385 1.771 -0.129  0.23
3 N 0.677 0.958 -0.078  -0.25
4 N 1.117 -0.239 0.052  0.14
5 N -1.117 -0.466 -0.035  -0.08
6 O 0.081 -1.039 -0.019  -0.12

Calculated values
E_HOMO = -11.997 eV
Kohn-Sham gap = 12.00 eV
SMILES string = c1nnon1



Least stable structure: *ii*



*i*
The molecule C3H3Br. Source: the OMol25 dataset; level of theory: ωB97M-V/def2-TZVPD.

Last column: natural (NBO) charge in e.
Atoms and positions in Å:
1 C -0.185 -0.762 0.063  -0.13
2 C 0.761 0.109 -0.188  -0.16
3 C -0.326 0.567 0.670  -0.22
4 Br -0.217 0.577 2.761  -0.19
5 H -0.611 -1.672 0.022  0.23
6 H 1.635 0.431 -0.730  0.24
7 H -1.177 1.311 0.544  0.23

Calculated values
E_HOMO = -9.584 eV
Kohn-Sham gap = 10.63 eV
SMILES string = BrC1C=C1



*ii*
A structure of composition C3H3Br. Source: the OMol25 dataset; level of theory: ωB97M-V/def2-TZVPD.

Last column: natural (NBO) charge in e.
Atoms and positions in Å:
1 C -0.654 0.665 -0.243  -0.14
2 C 0.459 -0.124 0.277  -0.06
3 C -0.756 -0.648 -0.366  -0.15
4 Br 3.002 0.188 -0.007  -0.37
5 H -1.215 1.505 -0.263  0.23
6 H 0.527 -0.066 1.428  0.22
7 H -1.362 -1.519 -0.826  0.26

Calculated values
E_HOMO = -9.222 eV
Kohn-Sham gap = 8.32 eV



Least stable structure: *ii*